{
  "formula": "C50H60BrF12N3O14S4",
  "method": "ωB97M-V/def2-TZVPD",
  "e_homo_ev": -8.145,
  "spin_multiplicity": 1,
  "orbital_gap_ha": 0.2709,
  "smiles": "CC[C@@H](Br)c1nc2c(CCCSC(=S)N(c3ccccc3)c3ccccc3)c(CCCS(=O)(=O)O)ccc2nc1CCCCS(=O)(=O)O.CCOC(=O)C(F)(F)F.CCOC(=O)C(F)(F)F.CCOC(=O)C(F)(F)F.CCOC(=O)C(F)(F)F",
  "elements": ["C", "C", "C", "Br", "C", "N", "C", "C", "C", "C", "C", "S", "C", "S", "N", "C", "C", "C", "C", "C", "C", "C", "C", "C", "C", "C", "C", "C", "C", "C", "C", "S", "O", "O", "O", "C", "C", "C", "N", "C", "C", "C", "C", "C", "S", "O", "O", "O", "H", "H", "H", "H", "H", "H", "H", "H", "H", "H", "H", "H", "H", "H", "H", "H", "H", "H", "H", "H", "H", "H", "H", "H", "H", "H", "H", "H", "H", "H", "H", "H", "H", "H", "H", "H", "H", "H", "H", "H", "C", "C", "O", "C", "O", "C", "F", "F", "F", "H", "H", "H", "H", "H", "C", "C", "O", "C", "O", "C", "F", "F", "F", "H", "H", "H", "H", "H", "C", "C", "O", "C", "O", "C", "F", "F", "F", "H", "H", "H", "H", "H", "C", "C", "O", "C", "O", "C", "F", "F", "F", "H", "H", "H", "H", "H"],
  "coordinates": [[6.034, -0.277, 5.772], [6.035, -0.637, 4.215], [6.010, 0.725, 3.418], [7.696, 1.783, 3.622], [5.605, 0.575, 1.902], [4.514, 1.295, 1.533], [4.195, 1.181, 0.191], [3.025, 1.981, -0.331], [2.242, 2.843, 0.706], [1.296, 2.029, 1.682], [0.928, 0.576, 1.203], [-0.838, 0.295, 1.766], [-1.092, -1.499, 2.005], [-0.261, -2.223, 3.241], [-1.984, -2.344, 1.225], [-1.386, -2.823, -0.009], [-0.582, -2.037, -0.949], [0.004, -2.672, -2.154], [-0.214, -4.101, -2.469], [-1.051, -4.886, -1.547], [-1.609, -4.252, -0.354], [-3.315, -1.776, 1.042], [-4.429, -2.529, 1.676], [-5.831, -2.138, 1.581], [-6.164, -0.930, 0.806], [-5.073, -0.165, 0.163], [-3.654, -0.573, 0.271], [2.634, 1.961, -1.725], [1.473, 2.781, -2.375], [0.093, 2.743, -1.593], [-0.359, 4.262, -1.398], [-2.028, 4.413, -0.676], [-2.084, 4.039, 0.731], [-3.055, 3.752, -1.484], [-2.388, 6.044, -0.738], [3.421, 1.058, -2.673], [4.517, 0.283, -2.155], [4.965, 0.316, -0.711], [6.070, -0.463, -0.393], [6.358, -0.277, 0.924], [7.633, -1.056, 1.458], [8.461, -1.557, 0.188], [9.940, -1.994, 0.569], [10.483, -3.135, -0.419], [10.503, -2.632, -2.172], [11.214, -3.626, -3.000], [9.152, -2.513, -2.742], [11.302, -1.200, -2.390], [6.194, -1.227, 6.353], [6.932, 0.373, 5.996], [5.110, 0.270, 6.092], [5.223, -1.354, 3.935], [7.037, -1.133, 4.044], [5.226, 1.365, 3.919], [3.017, 3.351, 1.355], [1.676, 3.675, 0.212], [1.661, 1.997, 2.751], [0.319, 2.606, 1.735], [0.907, 0.435, 0.093], [1.580, -0.229, 1.652], [-0.413, -0.954, -0.755], [0.647, -2.111, -2.875], [0.247, -4.585, -3.383], [-1.295, -5.968, -1.714], [-2.237, -4.867, 0.333], [-4.185, -3.466, 2.238], [-6.663, -2.710, 2.063], [-7.240, -0.645, 0.732], [-5.400, 0.735, -0.418], [-2.841, -0.006, -0.239], [1.826, 3.852, -2.455], [1.303, 2.447, -3.441], [0.114, 2.195, -0.622], [-0.696, 2.303, -2.273], [-0.398, 4.770, -2.411], [0.376, 4.859, -0.792], [-1.956, 6.372, -1.557], [3.121, 1.027, -3.755], [5.087, -0.364, -2.872], [8.334, -0.393, 2.027], [7.320, -1.946, 2.080], [8.574, -0.731, -0.576], [7.934, -2.387, -0.363], [10.638, -1.120, 0.407], [10.027, -2.394, 1.620], [9.749, -3.982, -0.332], [11.525, -3.465, -0.158], [11.517, -1.193, -3.351], [8.230, 5.815, 2.345], [7.828, 5.527, 0.913], [6.399, 5.582, 0.755], [5.861, 6.804, 0.682], [6.481, 7.828, 0.735], [4.348, 6.709, 0.476], [3.772, 5.838, 1.326], [4.042, 6.293, -0.770], [3.733, 7.884, 0.654], [7.716, 5.136, 3.029], [9.308, 5.700, 2.473], [7.957, 6.829, 2.639], [8.131, 4.514, 0.645], [8.315, 6.206, 0.210], [-11.375, -0.982, 4.193], [-11.962, -2.102, 3.358], [-11.383, -2.124, 2.042], [-10.163, -2.662, 1.946], [-9.542, -3.117, 2.864], [-9.689, -2.655, 0.492], [-9.878, -1.460, -0.103], [-10.352, -3.561, -0.252], [-8.386, -2.939, 0.379], [-11.487, -0.025, 3.681], [-11.870, -0.926, 5.164], [-10.307, -1.130, 4.360], [-13.032, -1.937, 3.225], [-11.845, -3.074, 3.843], [-12.810, 3.827, -0.340], [-12.371, 2.600, 0.435], [-12.261, 2.888, 1.840], [-13.411, 2.934, 2.521], [-14.496, 2.753, 2.045], [-13.142, 3.207, 4.002], [-12.284, 4.226, 4.188], [-12.603, 2.131, 4.611], [-14.255, 3.518, 4.679], [-12.136, 4.663, -0.145], [-12.821, 3.621, -1.411], [-13.809, 4.147, -0.041], [-11.379, 2.294, 0.102], [-13.042, 1.755, 0.269], [2.153, -8.059, -5.959], [2.751, -6.693, -6.228], [2.101, -6.054, -7.341], [0.908, -5.507, -7.089], [0.364, -5.516, -6.020], [0.354, -4.832, -8.344], [0.446, -5.621, -9.430], [1.023, -3.698, -8.630], [-0.937, -4.500, -8.218], [2.187, -8.675, -6.861], [2.697, -8.567, -5.162], [1.105, -7.983, -5.665], [3.801, -6.800, -6.500], [2.711, -6.052, -5.344]],
  "atomic_forces_ev_per_a": [[0.5353, -0.4363, -0.5048], [1.6415, 0.8595, 1.2112], [-1.5751, -0.8129, -0.6146], [-0.6407, -0.4760, -0.1345], [-0.5229, 0.5630, -0.9145], [1.9442, -1.6204, -0.9600], [-0.4614, -0.0644, -1.0747], [-0.2244, -0.1385, -1.4052], [1.1294, 0.0549, 0.5286], [-1.0571, 0.1137, -0.0944], [0.0864, -0.8022, 0.4350], [-0.2654, -0.1640, -0.4164], [1.3603, -1.1419, 1.2601], [-0.6319, 0.6381, -1.2863], [0.1152, 1.8464, -0.8720], [1.1442, -2.1450, -2.7755], [-0.1587, -1.8959, -0.5021], [-1.0848, -1.7860, 1.0279], [-0.9169, 1.0718, 1.9824], [0.2211, 2.1851, 0.5736], [0.9413, 1.1242, -0.9293], [-3.6374, 0.4478, -0.0190], [-0.2839, 1.0428, -0.6629], [1.6602, 1.7740, -1.3257], [2.6900, -0.9467, 0.4070], [-0.2354, -1.6524, 1.1172], [-1.6499, -1.2635, 0.8306], [1.8082, -1.7305, 0.3662], [0.3925, 0.0589, 0.5155], [-0.7569, 1.0489, -0.8657], [0.4223, 0.0873, -0.5145], [-3.1277, -0.7484, 1.2699], [1.1097, 0.8839, -1.6690], [2.1524, 0.9116, 0.1567], [1.5834, -1.4287, -0.5918], [0.8727, 0.0541, 2.8229], [-1.1702, 1.0995, -0.0052], [-1.6313, 0.6007, -2.4975], [-1.7736, 2.4770, 3.3869], [0.9446, -0.6125, 0.7577], [0.1088, -0.1332, -1.8627], [0.4485, -0.0372, 0.1237], [0.2790, -0.0999, -1.0443], [-0.1442, 1.0667, 1.3581], [-1.4089, -2.2615, -5.0723], [0.3581, 1.3121, 2.2431], [1.3303, 0.9443, 2.2151], [-0.6311, -1.1259, 0.9415], [-0.4696, 0.9784, -0.3963], [-1.0456, -0.6273, -0.2956], [0.7431, -0.6584, -0.2537], [0.5150, 0.9191, 0.0820], [-1.2341, 0.3679, 0.0132], [0.8888, -0.5124, -0.8841], [-0.8473, -0.5252, -0.7559], [0.5850, -0.9838, 0.3320], [-0.1193, -0.0579, -1.3175], [1.0279, -0.5515, -0.0299], [0.3179, 0.3244, 0.9806], [-0.6183, 0.9379, -0.4481], [-0.1363, -1.0405, -0.2329], [-0.7238, -0.2523, 0.9292], [-0.6709, 0.7772, 1.2290], [0.4208, 1.2633, 0.0408], [0.6202, 0.6611, -0.5832], [-0.0633, 1.0520, -0.5677], [1.1460, 0.4585, -0.4436], [1.2139, -0.0014, -0.1261], [0.7656, -0.9067, 0.5700], [-0.9661, -0.4494, 0.4823], [-0.3381, -0.9881, 0.1266], [0.3085, 0.1909, 1.2409], [-0.0112, 0.5556, -0.9380], [0.8599, 0.1729, 0.9534], [-0.1463, -0.6651, 1.0111], [-0.9113, -0.6080, -0.2540], [-0.5497, 0.0313, 0.5089], [0.4687, -0.0695, 1.2801], [-0.5120, 0.6309, 0.9688], [-0.9691, -0.4811, -0.1783], [0.3739, 1.0311, -0.6054], [-0.4024, -0.8296, 0.9198], [0.4539, 0.8366, 0.7044], [-0.7616, -0.8016, 0.6929], [-0.0363, 0.4424, -1.0686], [0.8761, 0.6270, -0.7787], [-1.0185, 0.3199, -0.3852], [-0.1337, -0.1849, 0.6074], [-0.2808, 0.1946, 0.2026], [0.7360, -0.0928, 0.2258], [-0.6951, 0.2326, -0.2074], [1.4061, -0.2940, 0.0750], [-0.6504, -0.0291, -0.0825], [-1.5299, -0.0076, -0.0235], [0.4302, 0.1378, -0.0908], [0.4027, 0.0346, 0.1668], [0.5676, -0.1927, -0.0152], [0.1136, -0.0997, -0.0897], [-0.0467, -0.0434, -0.0604], [0.1023, -0.0053, -0.1113], [-0.3605, 0.0002, -0.0495], [-0.2370, 0.1062, 0.0625], [0.3520, 0.0965, -0.1370], [-0.2908, 0.1598, 0.7204], [0.4136, -0.2259, -0.5888], [-0.7899, 0.0652, 1.1658], [0.2320, 0.0165, -0.6167], [0.5784, 0.0174, -1.5871], [-0.0938, -0.1145, 0.4641], [-0.0835, 0.0976, 0.5124], [-0.5444, -0.0349, 0.4222], [-0.1401, -0.0497, 0.0602], [-0.0391, -0.0124, -0.0764], [-0.0856, -0.0991, 0.0608], [0.1298, -0.0243, -0.3322], [0.2040, 0.0334, -0.1662], [-0.1884, 0.2527, 0.2114], [-0.0025, -0.0215, -0.7703], [-0.1687, -0.0136, 0.7524], [0.1259, -0.3242, -1.3588], [0.1089, 0.1085, 0.6174], [0.2315, 0.5310, 1.5818], [-0.1560, -0.2363, -0.4244], [-0.1280, 0.0098, -0.4580], [0.0848, -0.2094, -0.5998], [0.0808, -0.1111, -0.0903], [0.0510, -0.0377, 0.0586], [0.0080, -0.1255, -0.0667], [0.0296, 0.0443, 0.3506], [-0.0776, 0.1253, 0.2083], [-0.3493, -0.0362, -0.1194], [0.3189, -0.4591, 0.5028], [-0.4450, 0.4730, -0.3605], [0.8417, -0.5972, 0.9226], [-0.2240, 0.2856, -0.4794], [-0.7082, 0.6091, -1.3438], [0.1425, -0.0536, 0.4627], [0.0923, -0.3105, 0.3808], [0.4192, -0.2457, 0.3840], [0.1500, 0.0184, 0.0550], [0.0308, 0.0576, -0.0532], [0.0939, 0.0523, 0.0891], [-0.1477, 0.1796, -0.2649], [-0.2042, 0.0416, -0.1385]]
}